[1]
Density functional theory data (the ωB97M-V functional and the def2-TZVPD basis) for a 2-piece molecular cluster, C9H14N2O2 overall at a distorted geometry.

Computed properties:
- E_LUMO: 0.33 eV
- 2S+1: 1
- Largest force on an atom: 3.50 eV Å⁻¹
- E_tot: -611.3079 Eh
- Total charge: 0
- Energy above the lowest of the compared OMol25 structures with the same formula, charge and spin: 148.9 kJ/mol
- SMILES: O=c1cc[nH]c(=O)[nH]1.C1CCCC1

```
27
Properties=species:S:1:pos:R:3:nbo_charge:R:1
O 3.484 -2.173 -0.527 -0.595
C 2.988 -1.146 -0.073 0.651
C 1.928 -1.066 1.004 -0.397
C 1.425 0.117 1.349 0.072
N 1.955 1.271 0.744 -0.625
C 2.862 1.309 -0.292 0.790
O 3.139 2.292 -0.910 -0.599
N 3.381 0.060 -0.583 -0.641
H 1.511 -1.987 1.366 0.239
H 0.587 0.359 1.962 0.236
H 1.351 2.088 0.814 0.412
H 3.976 0.042 -1.440 0.436
C -0.920 -0.143 0.722 -0.405
C -0.859 -0.563 -0.785 -0.411
C -2.363 -0.593 -1.340 -0.398
C -2.949 0.596 -0.572 -0.405
C -2.430 0.299 0.870 -0.409
H -0.522 -0.982 1.345 0.217
H -0.375 0.800 0.886 0.176
H -0.354 -1.569 -0.973 0.222
H -0.306 0.237 -1.454 0.203
H -2.959 -1.475 -0.987 0.196
H -2.319 -0.504 -2.371 0.211
H -4.113 0.617 -0.646 0.213
H -2.604 1.541 -1.005 0.201
H -2.982 -0.529 1.302 0.203
H -2.531 1.102 1.592 0.206
```

***

[2]
Density functional theory data (the ωB97M-V functional and the def2-TZVPD basis) for one molecule with the formula C2H6N4O at a distorted geometry.

Computed properties:
- E_LUMO: 0.71 eV
- 2S+1: 1
- Largest force on an atom: 4.61 eV Å⁻¹
- E_tot: -373.9115 Eh
- Total charge: 0
- Energy above the lowest of the compared OMol25 structures with the same formula, charge and spin: 522.1 kJ/mol
- SMILES: [H]/N=C\N(N)/C=N\O

```
13
Properties=species:S:1:pos:R:3:nbo_charge:R:1
H 0.987 1.588 0.499 0.371
N 0.040 2.021 0.138 -0.662
C -0.879 1.126 -0.050 0.256
N -0.819 -0.227 -0.185 -0.331
N -2.071 -0.825 0.017 -0.684
C 0.221 -1.155 0.081 0.188
N 1.519 -1.093 0.078 -0.187
O 2.078 0.191 -0.180 -0.582
H -1.975 1.477 -0.292 0.161
H -2.901 -0.515 -0.658 0.392
H -2.301 -0.750 1.098 0.358
H -0.226 -2.200 0.111 0.225
H 3.056 -0.089 0.165 0.494
```

***

[3]
Density functional theory data (the ωB97M-V functional and the def2-TZVPD basis) for C20H20BrN4OReSbSe5Si as an isolated structure at a distorted geometry.

Computed properties:
- E_LUMO: -6.04 eV
- 2S+1: 1
- Largest force on an atom: 4.66 eV Å⁻¹
- E_tot: -16257.2432 Eh
- Total charge: +1
- Energy above the lowest of the compared OMol25 structures with the same formula, charge and spin: 78.1 kJ/mol

```
54
Properties=species:S:1:pos:R:3:nbo_charge:R:1
Re -2.582 0.620 0.151 0.621
Br 3.538 6.035 0.584 0.109
C 4.271 4.348 0.262 -0.118
C 4.097 3.675 -0.971 -0.205
C 4.432 2.288 -1.025 -0.255
C 4.838 1.622 0.095 0.122
C 5.018 2.229 1.285 -0.250
C 4.730 3.607 1.375 -0.191
N 5.212 0.209 -0.107 -0.075
N 4.307 -0.710 -0.299 -0.103
C 2.954 -0.198 -0.086 0.087
C 2.632 0.089 1.208 -0.199
C 1.301 0.402 1.670 -0.174
C 0.265 0.297 0.786 0.257
O -1.053 0.396 1.181 -0.591
C 0.563 -0.063 -0.578 0.119
N -0.540 -0.005 -1.382 -0.479
C -0.319 -0.212 -2.665 0.102
C 0.931 -0.346 -3.204 -0.261
C 2.019 -0.450 -2.382 -0.095
C 1.870 -0.289 -1.000 -0.051
H 3.786 4.275 -1.837 0.241
H 4.354 1.785 -1.996 0.228
H 5.303 1.779 2.199 0.235
H 4.834 4.085 2.329 0.233
H 3.383 0.027 2.024 0.245
H 1.065 0.646 2.697 0.249
H -1.168 -0.261 -3.245 0.215
H 1.007 -0.505 -4.282 0.250
H 3.068 -0.616 -2.801 0.253
Se -7.666 0.354 -2.010 -0.359
Sb -5.618 -0.486 -2.511 0.941
Se -3.749 1.322 -1.917 -0.205
Se -4.079 1.156 1.537 0.626
Se -5.203 -2.404 -3.847 -0.415
Se -1.657 2.979 -0.581 0.255
C -2.095 3.633 1.064 -0.028
N -2.551 3.955 2.080 -0.310
C -0.711 -2.576 1.016 -1.173
Si -2.556 -2.624 0.987 1.719
C -3.268 -2.423 2.609 -1.193
C -3.166 -4.309 0.308 -1.077
C -3.201 -1.250 -0.262 -1.132
H -0.431 -3.585 1.330 0.264
H -0.331 -1.973 1.879 0.247
H -0.060 -2.331 0.143 0.251
H -2.956 -3.173 3.410 0.290
H -4.345 -2.590 2.481 0.255
H -3.142 -1.383 2.955 0.239
H -2.565 -5.089 0.738 0.253
H -3.276 -4.387 -0.723 0.247
H -4.170 -4.428 0.721 0.238
H -4.284 -1.543 -0.086 0.268
H -3.033 -1.602 -1.307 0.282
```